[1]
ORCA calculation (the ωB97M-V functional and the def2-TZVPD basis) on a structure of composition C6H14N2 in a non-equilibrium geometry.

Maximum force (eV/Å): 1.5
Relative energy (zero: lowest compared OMol25 entry of this formula, charge and spin) (kcal/mol): 130.0
E_HOMO (alpha / beta) (eV): -7.92 / -7.92
E_tot (a.u.): -346.3200
Kohn-Sham gap (alpha / beta) (eV): 7.7 / 7.7

ORCA input file:
```
! wB97M-V def2-TZVPD RIJCOSX def2/J DEFGRID3
* xyz 0 1
C 1.2779 -0.2509 0.4550
C -0.8155 -2.4230 -0.7460
C 0.7731 -0.4121 1.8676
C -0.3456 -1.1099 -1.3088
N 0.1736 -0.8638 -2.4206
H 0.3109 -1.6887 -3.0152
H 1.5383 -1.1848 -0.0251
H 2.1227 0.4287 0.3523
H -0.4126 -2.5918 0.2540
H -0.5194 -3.2596 -1.3872
H -1.9046 -2.4131 -0.6594
H 0.5939 0.5538 2.3430
H 1.4908 -0.9678 2.4816
H -0.1769 -0.9495 1.8892
C -0.3727 3.1089 0.2755
C -0.5996 1.6960 -0.1308
N -1.5689 1.0792 -0.5332
H -1.0756 -0.0529 -0.8333
H 0.4057 0.9123 0.0030
H 0.0535 3.1415 1.2806
H 0.3513 3.5676 -0.4007
H -1.3004 3.6798 0.2586
*
```

[2]
ORCA calculation (the ωB97M-V functional and the def2-TZVPD basis) on the ion C6H14N2 with charge +1 in a non-equilibrium geometry.

Maximum force (eV/Å): 2.1
Relative energy (zero: lowest compared OMol25 entry of this formula, charge and spin) (kcal/mol): 13.1
E_HOMO (alpha / beta) (eV): -13.20 / -12.51
E_tot (a.u.): -346.1983
Kohn-Sham gap (alpha / beta) (eV): 10.4 / 4.9

ORCA input file:
```
! wB97M-V def2-TZVPD RIJCOSX def2/J DEFGRID3
* xyz 1 2
N -0.1445 -0.2541 -1.4996
C -1.1766 0.4555 -2.2289
C -1.6809 1.4593 -1.1751
C -1.5533 0.6587 0.1179
C -0.3774 -0.3227 -0.0943
C 0.9257 -0.0181 0.6870
N 1.2845 -1.0807 1.5664
C 2.4507 -0.8048 2.3704
H 0.3219 -1.0479 -1.9353
H -1.9822 -0.1662 -2.6338
H -0.6201 0.8843 -3.0644
H -2.6878 1.8062 -1.3839
H -1.0212 2.3266 -1.2221
H -2.4634 0.0629 0.2439
H -1.4118 1.1925 1.0520
H -0.6632 -1.3200 0.2000
H 0.8145 0.9457 1.2083
H 1.7695 0.1559 0.0195
H 0.5393 -1.5059 2.0965
H 3.1143 -1.6498 2.5541
H 2.2191 -0.4087 3.3165
H 3.1226 -0.0802 1.9222
*
```

[3]
ORCA calculation (the ωB97M-V functional and the def2-TZVPD basis) on a cluster of 2 separate species, C6H14N2O in total in a non-equilibrium geometry.

Structure (SMILES): C=NC(C)=O.CC(C)N
Maximum force (eV/Å): 4.0
Relative energy (zero: lowest compared OMol25 entry of this formula, charge and spin) (kcal/mol): 87.7
E_HOMO (eV): -8.89
E_tot (a.u.): -421.6606
Kohn-Sham gap (eV): 9.4

ORCA input file:
```
! wB97M-V def2-TZVPD RIJCOSX def2/J DEFGRID3
* xyz 0 1
C 0.4051 1.5010 0.0091
C 0.2594 1.9036 -1.4434
C 1.5346 2.2543 0.6882
C -0.7912 -2.4319 2.2030
N -1.2550 -2.0344 1.1177
H -0.5321 1.6667 0.5415
H 1.1862 1.7289 -1.9861
H 1.3504 3.3294 0.6398
H -0.0057 2.9591 -1.5212
H -0.5414 1.3453 -1.9214
H 1.6170 1.9916 1.7414
H 2.4778 2.0977 0.1668
H -1.3265 -3.1307 2.8421
H 0.0668 -1.9784 2.7034
C -1.5798 -1.3946 -1.1539
C -0.6888 -2.1765 -0.1967
N 0.7376 -0.1409 -0.0058
O -0.2117 -3.2564 -0.5484
H 1.4664 -0.3726 -0.6745
H 1.1187 -0.3717 0.9086
H -1.2890 -0.3491 -1.0309
H -1.3663 -1.6683 -2.1845
H -2.6323 -1.4722 -0.8949
*
```

[4]
ORCA calculation (the ωB97M-V functional and the def2-TZVPD basis) on the molecule C6H14N2O in a non-equilibrium geometry.

Structure (SMILES): CN(C)/N=C\C(C)(C)O
Maximum force (eV/Å): 3.7
Relative energy (zero: lowest compared OMol25 entry of this formula, charge and spin) (kcal/mol): 78.6
E_HOMO (eV): -8.49
E_tot (a.u.): -421.6751
Kohn-Sham gap (eV): 9.4

ORCA input file:
```
! wB97M-V def2-TZVPD RIJCOSX def2/J DEFGRID3
* xyz 0 1
C -0.4346 0.9831 0.9482
C 1.9466 -0.8602 -1.7611
C 0.3121 -2.3695 -0.8060
C -1.5623 0.2830 1.7287
C -0.4584 2.4988 1.1601
N 0.8492 -1.0209 -0.8248
C -0.8562 0.7375 -0.6532
O 0.7852 0.4615 1.1969
N -0.3849 -0.0923 -1.4428
H 1.0504 -0.3611 0.3772
H -1.6149 1.4173 -1.0275
H 2.7481 -1.5616 -1.5100
H 1.6215 -1.0457 -2.7925
H 2.3274 0.1566 -1.6789
H 1.0958 -3.0724 -0.5156
H -0.5010 -2.4230 -0.0830
H -0.0842 -2.6584 -1.7865
H -1.4338 2.9235 0.9284
H -1.4203 0.4816 2.7912
H -2.5464 0.6423 1.4300
H -1.5127 -0.7942 1.5757
H -0.2275 2.7022 2.2050
H 0.3009 2.9718 0.5406
*
```

[5]
ORCA calculation (the ωB97M-V functional and the def2-TZVPD basis) on a cluster of 2 separate species, C6H14N2O2 in total in a non-equilibrium geometry.

Maximum force (eV/Å): 4.6
Relative energy (zero: lowest compared OMol25 entry of this formula, charge and spin) (kcal/mol): 63.8
E_HOMO (alpha / beta) (eV): 0.89 / -6.18
E_tot (a.u.): -496.9243
Kohn-Sham gap (alpha / beta) (eV): 2.8 / 9.7

ORCA input file:
```
! wB97M-V def2-TZVPD RIJCOSX def2/J DEFGRID3
* xyz -1 2
C -0.6738 0.2087 2.2860
C 2.5064 -0.8625 0.7350
C 0.7067 0.3576 1.7928
O 1.3089 1.3550 1.4127
N 1.3820 -0.8455 1.6029
H -0.9595 1.2224 2.3033
H 1.1285 -1.7916 1.7840
H 3.1972 -1.6662 0.8730
H -1.2262 -0.5723 1.4683
H -0.9702 -0.1707 3.2676
H 2.2269 -0.8915 -0.3825
H 3.2275 0.0727 0.7138
C 0.2458 1.5317 -1.8655
C -1.8776 -1.4423 -0.6222
C -1.4857 -0.3205 -1.6041
O -1.7882 -0.2755 -2.7802
N -0.5387 0.5561 -1.0237
H -0.4828 0.7638 -0.0314
H 1.0042 0.8962 -2.3639
H -1.9487 -1.1757 0.3598
H -0.4214 1.8615 -2.6817
H 0.5018 2.3522 -1.1529
H -2.7459 -2.0438 -0.9568
H -1.1305 -2.3042 -0.6472
*
```

[6]
ORCA calculation (the ωB97M-V functional and the def2-TZVPD basis) on a cluster of 2 separate species, C6H14N2O2 in total in a non-equilibrium geometry.

Maximum force (eV/Å): 1.5
Relative energy (zero: lowest compared OMol25 entry of this formula, charge and spin) (kcal/mol): 12.5
E_HOMO (alpha / beta) (eV): 0.84 / -6.30
E_tot (a.u.): -497.0060
Kohn-Sham gap (alpha / beta) (eV): 2.7 / 9.7

ORCA input file:
```
! wB97M-V def2-TZVPD RIJCOSX def2/J DEFGRID3
* xyz -1 2
C 0.2337 -2.9707 0.4978
C 0.6133 -0.3311 3.1249
C 0.1416 -1.6076 1.1133
O 0.0814 -0.5842 0.4269
N 0.4215 -1.5684 2.4385
H 1.3044 -3.1432 0.4670
H 0.2830 -2.4340 2.9397
H 1.3931 -0.3850 3.8881
H -0.2245 -3.7813 1.0586
H -0.1164 -3.0563 -0.5229
H 0.8331 0.4494 2.4015
H -0.2910 0.0103 3.6394
C -2.0447 2.2756 -1.3095
C 1.2740 0.8666 -2.2602
C 0.1369 1.8362 -2.1772
O 0.2176 2.9802 -2.6001
N -0.9865 1.3572 -1.6001
H -0.8614 0.5826 -0.9614
H -1.7065 3.3102 -1.3920
H 2.0583 1.2639 -2.8966
H -2.8802 2.2538 -2.0289
H -2.4993 2.1179 -0.3326
H 1.6927 0.6406 -1.2823
H 0.9259 -0.0827 -2.6318
*
```

[7]
ORCA calculation (the ωB97M-V functional and the def2-TZVPD basis) on a cluster of 2 separate species, C6H14N2O2 in total in a non-equilibrium geometry.

Structure (SMILES): CNC(C)=O.CNC(C)=O
Maximum force (eV/Å): 5.4
Relative energy (zero: lowest compared OMol25 entry of this formula, charge and spin) (kcal/mol): 48.6
E_HOMO (eV): -9.33
E_tot (a.u.): -496.9800
Kohn-Sham gap (eV): 9.9

ORCA input file:
```
! wB97M-V def2-TZVPD RIJCOSX def2/J DEFGRID3
* xyz 0 1
C -1.9556 -1.7566 0.0182
C -2.2913 1.2075 -2.3392
C -2.5761 -0.5210 -0.5797
O -3.5663 0.0444 -0.3005
N -1.7577 0.0268 -1.6362
H -1.5360 -1.5300 1.0071
H -0.7605 -0.0255 -1.5315
H -3.0820 1.6733 -1.7294
H -2.8249 -2.5121 0.1041
H -1.2806 -2.2040 -0.6649
H -1.5817 2.0353 -2.3797
H -2.7035 0.9439 -3.3015
C 0.6239 1.3096 1.3120
C 3.7510 -0.8787 0.8720
C 1.4120 0.1041 1.3283
O 1.0320 -1.0020 1.1759
N 2.8360 0.2441 1.1964
H 1.1197 2.3036 1.5854
H 3.2336 1.0985 1.5676
H 4.7588 -0.6617 1.3869
H 0.5240 1.5677 0.1452
H -0.3789 1.2818 1.7611
H 3.0930 -1.7223 1.2700
H 3.9111 -1.0269 -0.2674
*
```

[8]
ORCA calculation (the ωB97M-V functional and the def2-TZVPD basis) on a cluster of 2 separate species, C6H14N2O2 in total in a non-equilibrium geometry.

Structure (SMILES): CNC(C)=O.CNC(C)=O
Maximum force (eV/Å): 3.7
Relative energy (zero: lowest compared OMol25 entry of this formula, charge and spin) (kcal/mol): 37.0
E_HOMO (eV): -9.38
E_tot (a.u.): -496.9986
Kohn-Sham gap (eV): 10.0

ORCA input file:
```
! wB97M-V def2-TZVPD RIJCOSX def2/J DEFGRID3
* xyz 0 1
C 0.4561 2.0016 -1.2788
C -2.2671 1.8825 1.3820
C -0.2552 2.3328 -0.0171
O -0.1672 3.4597 0.4717
N -1.3502 1.5784 0.3149
H 0.8681 2.8873 -1.7574
H -1.5065 0.7336 -0.1900
H -2.2798 2.9882 1.4323
H 1.1017 1.1293 -1.2072
H -0.2921 1.7855 -2.0570
H -3.3234 1.7979 1.1439
H -1.9333 1.4760 2.3325
C -0.5250 -3.2369 -0.2085
C 2.4381 -0.8534 0.0792
C 1.1852 -1.6606 0.3715
O 0.6765 -1.4617 1.4589
N 0.5373 -2.3194 -0.6304
H 0.9832 -2.5288 -1.5059
H -0.3954 -3.8180 0.6980
H 2.8577 -0.7807 -0.9223
H -1.3727 -2.5730 0.0408
H -0.9516 -3.7252 -1.0849
H 2.2885 0.1653 0.4158
H 3.2269 -1.2600 0.7180
*
```

[9]
ORCA calculation (the ωB97M-V functional and the def2-TZVPD basis) on a cluster of 2 separate species, C6H14N2O2 in total in a non-equilibrium geometry.

Structure (SMILES): CNC(C)=O.CNC(C)=O
Maximum force (eV/Å): 1.3
Relative energy (zero: lowest compared OMol25 entry of this formula, charge and spin) (kcal/mol): 19.7
E_HOMO (eV): -9.93
E_tot (a.u.): -497.0261
Kohn-Sham gap (eV): 10.4

ORCA input file:
```
! wB97M-V def2-TZVPD RIJCOSX def2/J DEFGRID3
* xyz 0 1
C -0.3693 0.1871 -3.3420
C -2.1595 -1.1655 -0.2908
C -1.5217 -0.1225 -2.4078
O -2.6830 0.0093 -2.7422
N -1.1694 -0.5488 -1.1583
H -0.3006 1.2481 -3.5916
H -0.2060 -0.6545 -0.8961
H -3.1494 -1.0447 -0.7108
H 0.5493 -0.1288 -2.8962
H -0.4915 -0.3655 -4.2630
H -1.9195 -2.1975 -0.0911
H -2.2651 -0.5910 0.6363
C 2.7390 -0.8015 1.6460
C -0.1500 1.6406 1.9117
C 1.1919 1.0204 2.1671
O 2.0024 1.5202 2.9160
N 1.4675 -0.1288 1.4792
H 0.7525 -0.5944 0.9544
H 2.6867 -1.5938 2.3839
H -1.0154 1.2951 2.4796
H 3.1406 -1.1787 0.7053
H 3.4754 -0.0632 1.9555
H -0.0827 2.6726 2.2606
H -0.5222 1.5856 0.8943
*
```

[10]
ORCA calculation (the ωB97M-V functional and the def2-TZVPD basis) on a cluster of 2 separate species, C6H14N2O2 in total in a non-equilibrium geometry.

Structure (SMILES): [H]/N=C(/C)OC.[H]/N=C(/C)OC
Maximum force (eV/Å): 2.1
Relative energy (zero: lowest compared OMol25 entry of this formula, charge and spin) (kcal/mol): 59.1
E_HOMO (eV): -9.80
E_tot (a.u.): -496.9633
Kohn-Sham gap (eV): 10.7

ORCA input file:
```
! wB97M-V def2-TZVPD RIJCOSX def2/J DEFGRID3
* xyz 0 1
C 2.6585 1.2126 -0.1833
C -3.1142 0.8106 -1.0052
C -1.6988 1.0122 -0.5584
O 2.2203 -0.0592 -0.6101
N -1.3105 2.1818 -0.3126
H -0.3438 2.2604 -0.0112
H 3.0913 1.6952 -1.0587
H 3.4090 1.1831 0.6110
H 1.8107 1.8038 0.1731
H -3.5553 1.7781 -1.2227
H -3.1507 0.1705 -1.8850
H -3.6980 0.3276 -0.2229
C -1.5250 -1.4164 -0.1977
C 1.5053 -0.5568 1.7219
C 1.7717 -0.9931 0.3163
O -0.9806 -0.1140 -0.1408
N 1.6650 -2.2049 -0.0038
H 1.9187 -2.4057 -0.9675
H -2.0369 -1.6541 -1.1331
H -0.6839 -2.1075 -0.1205
H -2.2455 -1.5637 0.6112
H 1.1156 -1.4061 2.2747
H 2.4138 -0.1941 2.1994
H 0.7633 0.2397 1.7262
*
```